[1]
C28H40N2O4P2S2Sc | wB97M-V/def2-TZVPD

```
! wB97M-V def2-TZVPD RIJCOSX def2/J DEFGRID3
* xyz -2 2
H 1.613 -2.907 -2.820
H -0.718 -3.694 -3.578
H -1.069 -4.074 -1.887
C 2.165 0.715 -1.265
O -0.404 -4.571 1.838
C -4.788 3.128 0.586
N 0.886 -1.262 2.217
H -0.298 1.743 3.523
H -0.745 -1.954 -5.307
H -6.825 2.804 1.210
C 4.495 0.418 -1.958
C 2.075 -2.407 4.517
C -2.893 -1.824 -2.453
C 1.775 -0.535 2.968
H -2.974 -2.750 -4.433
H 1.166 3.812 -2.324
C 2.372 -1.058 4.152
H 3.223 2.550 2.980
H 0.648 -0.788 -3.523
P -1.068 -1.712 -2.166
H 0.156 2.404 -2.673
H -0.499 -0.251 -5.677
C 3.510 -1.240 -0.375
Sc -0.227 -0.644 0.399
H -3.328 -2.001 -1.465
C 4.465 1.581 -2.721
C 0.935 2.790 -2.008
H 2.587 -1.819 -0.393
H 1.179 -3.385 -1.183
S -2.470 -0.108 2.129
H 1.022 -4.185 3.881
O -0.699 -2.672 0.685
C 0.675 -2.572 2.568
C -0.491 -3.416 -2.542
C -0.443 -0.693 -3.557
H -4.501 -2.784 -3.553
C 2.976 1.551 3.324
C -0.204 -3.367 1.665
H 3.672 -0.651 5.798
C 2.111 0.772 2.572
H -3.199 -3.875 -3.103
H -4.034 3.921 0.599
C -3.416 -2.861 -3.442
H 4.333 -1.882 -0.704
H 5.409 -0.171 -1.913
N 1.073 0.308 -0.614
H -2.041 -0.793 -5.030
C -0.962 -0.939 -4.965
O -1.964 2.784 1.677
C 3.234 -0.240 4.893
H 3.675 -0.986 0.676
C 2.167 1.934 -2.023
H 2.529 -2.835 5.404
C -6.085 3.605 1.205
C -1.968 3.022 3.093
C 3.291 2.331 -2.724
H 3.248 3.266 -3.282
C 3.399 -0.018 -1.233
H 1.315 -4.608 -2.445
H -4.929 2.828 -0.457
C 3.538 1.055 4.495
H -6.491 4.446 0.640
O -4.325 2.005 1.333
P -2.793 1.523 1.077
H -0.565 3.012 4.725
H 0.151 3.405 3.154
H -5.926 3.926 2.235
H 1.709 1.144 1.635
H 5.339 1.909 -3.273
H -2.705 2.374 3.578
H -2.285 4.062 3.227
C 0.989 -3.586 -2.236
C 1.251 -3.144 3.691
H -0.621 0.337 -3.240
C -0.587 2.783 3.657
H 0.485 2.798 -1.014
S -2.296 1.372 -0.806
H 4.216 1.664 5.084
H -3.221 -0.818 -2.726
*
```

Computed properties:
E_HOMO (spin up / spin down): 0.386 / -0.683 eV
⟨S²⟩: 0.77

[2]
CH2BF3 | wB97M-V/def2-TZVPD

```
! wB97M-V def2-TZVPD RIJCOSX def2/J DEFGRID3
* xyz 0 1
H 1.122 -1.113 1.445
F -0.023 0.069 -1.995
B 0.981 -0.017 1.112
F -1.319 -1.131 -0.664
H 1.114 1.151 1.279
C -0.576 -0.012 -0.696
F -1.299 1.053 -0.481
*
```

Computed properties:
E_HOMO: -9.534 eV
Relative energy (zero: lowest compared OMol25 entry of this formula, charge and spin): 385.3 kJ/mol

[3]
C4H12N2O | wB97M-V/def2-TZVPD

```
! wB97M-V def2-TZVPD RIJCOSX def2/J DEFGRID3
* xyz 0 1
H -1.756 1.747 -1.358
O 0.430 -2.353 1.371
H -0.266 -0.686 -0.035
H 0.026 0.799 1.799
H 0.450 2.074 0.649
H 0.755 -0.405 -2.130
N 1.393 -1.580 0.671
H 0.569 -2.106 2.297
N 0.411 0.124 -0.139
H 1.473 -2.113 -0.199
H 0.997 1.311 -1.773
H 1.708 0.930 1.266
C 0.668 1.053 0.958
C 1.133 0.300 -1.392
C -2.578 0.187 -0.192
H 2.190 0.084 -1.209
H -3.633 0.454 -0.291
C -1.583 0.869 -0.733
H -2.387 -0.689 0.439
*
```

Computed properties:
E_HOMO (spin up / spin down): -7.461 / -6.661 eV
Relative energy (zero: lowest compared OMol25 entry of this formula, charge and spin): 834.7 kJ/mol

[4]
C2HCl2NO3 | wB97M-V/def2-TZVPD

```
! wB97M-V def2-TZVPD RIJCOSX def2/J DEFGRID3
* xyz -2 1
O -0.233 -0.634 -1.852
N -0.158 -0.054 -0.739
Cl -0.788 2.476 -1.716
O 0.089 0.904 1.738
O 0.262 3.049 1.076
Cl -16.543 -1.597 1.352
H -0.084 -0.559 0.148
C -0.051 1.866 0.978
C -0.728 1.477 -0.367
*
```

Computed properties:
E_HOMO (spin up / spin down): -2.481 / -2.481 eV
Relative energy (zero: lowest compared OMol25 entry of this formula, charge and spin): 87.5 kJ/mol